# 1
63
Properties=species:S:1:pos:R:3:forces:R:3 method="wB97M-V/def2-TZVPD" total_energy_ha=-2507.29863 e_homo_ev=-10.6 max_force_ev_per_a=4.97 relative_energy_kcal_mol=0.0 homo_lumo_gap_ha=0.282 charge=+1
H -4.916 2.065 -0.696 0.33 0.11 0.03
H -2.880 -4.230 -0.926 0.09 -0.23 -0.26
C 2.508 0.125 -2.491 0.30 -0.11 0.01
H 0.906 -1.381 6.454 -0.10 0.17 -0.11
C -2.501 1.081 -3.048 -0.02 -0.03 0.05
H 1.462 -4.033 -0.876 -0.25 0.04 0.08
H 0.517 -3.858 0.624 0.16 -0.26 -0.20
C -3.818 2.051 -0.690 0.04 0.15 0.61
H 4.693 -2.396 -3.115 -0.25 0.11 0.04
Y -0.817 -0.460 -0.392 -0.25 0.10 3.73
H 4.645 0.073 -2.633 -0.18 -0.30 -0.09
H -3.429 2.930 -1.218 -0.06 -0.24 0.10
C 0.302 -0.803 4.457 -0.02 0.09 0.48
H -2.500 -4.119 -2.665 0.08 -0.04 0.25
H -0.726 -2.232 -3.493 0.25 -0.18 0.09
C 0.383 -0.649 5.843 -0.16 0.28 -0.17
C 1.026 3.600 -2.754 -0.10 -0.19 -0.24
C -0.216 4.153 -3.061 -0.01 0.02 0.00
H 3.394 2.218 -0.712 1.09 0.72 3.64
H -2.263 0.172 -3.625 -0.06 0.31 0.09
C -0.379 0.145 3.693 -0.05 -0.07 -0.25
N 0.132 0.081 -2.084 0.75 0.31 -3.58
C 0.022 -2.775 -2.891 -0.07 -0.03 0.01
O -1.166 0.797 1.508 0.52 -0.89 0.44
C 1.127 2.230 -2.526 0.02 0.33 0.02
H 0.757 -1.658 3.962 -0.10 0.21 0.16
H 0.169 -5.219 -0.487 0.19 0.28 0.03
H -3.461 2.080 0.348 -0.20 0.20 -0.21
P -0.785 -3.124 -1.245 0.71 -0.58 -0.96
H -1.500 1.976 3.669 0.13 -0.16 0.19
H -1.684 -5.351 -1.639 -0.14 0.33 -0.13
C 3.745 -1.885 -2.954 0.01 0.00 -0.01
C 2.546 -2.601 -3.021 0.17 0.06 -0.02
H 2.563 -3.668 -3.258 0.05 0.32 0.05
C 2.441 1.593 -2.083 -2.59 -1.66 -3.90
C -0.903 1.419 5.676 0.21 -0.30 -0.13
C -4.769 -0.317 -1.967 -0.20 -0.63 0.12
H -1.368 2.273 6.161 0.11 -0.17 -0.08
P -3.230 0.494 -1.434 -0.21 0.82 -0.96
H -2.312 3.767 -3.417 0.33 -0.08 0.04
C -0.004 1.422 -2.536 -0.52 -0.01 0.12
C -2.080 -4.328 -1.672 -0.55 0.02 0.15
Cl -0.118 0.665 8.148 0.01 0.03 0.27
H -4.856 -1.257 -1.406 -0.24 0.19 -0.26
C 1.316 -0.592 -2.490 -0.22 -0.48 0.15
C 3.727 -0.516 -2.689 -0.22 -0.04 -0.23
C -0.507 -0.054 2.229 -0.04 -0.11 -0.83
C -1.346 3.334 -3.147 0.12 0.14 -0.04
C 1.316 -1.981 -2.805 -0.20 0.58 0.33
C -1.268 1.963 -2.910 0.44 -0.43 0.40
H -3.308 1.629 -3.555 0.28 -0.11 -0.05
O 1.747 1.170 0.190 0.37 0.25 -0.15
H -5.636 0.316 -1.736 0.26 -0.23 -0.17
C 0.469 -4.165 -0.429 0.07 0.01 0.64
H 0.207 -3.757 -3.349 0.01 0.29 -0.07
H -0.305 5.223 -3.243 0.00 -0.28 0.05
O 0.016 -1.094 1.662 -0.59 0.90 0.31
C -0.975 1.253 4.292 0.02 0.02 0.50
C -0.218 0.466 6.450 -0.09 -0.12 -1.17
H 1.930 4.211 -2.686 -0.35 -0.05 -0.10
C 2.483 1.636 -0.646 0.91 0.58 0.31
H 3.258 2.122 -2.587 0.03 0.03 0.60
H -4.747 -0.547 -3.040 -0.01 0.07 0.28



# 2
21
Properties=species:S:1:pos:R:3:forces:R:3 method="wB97M-V/def2-TZVPD" total_energy_ha=-399.78649 e_homo_ev=-13.6 max_force_ev_per_a=5.63 relative_energy_kcal_mol=59.3 homo_lumo_gap_ha=0.362 charge=+1
H 2.724 1.839 -0.729 0.15 0.10 -0.07
H -2.136 -1.418 0.612 -0.13 0.04 0.06
H -2.002 1.477 0.948 0.09 0.01 -0.21
H -3.505 -0.414 1.080 0.13 -0.07 0.02
C 0.062 0.463 0.377 -5.21 0.61 2.04
C 2.137 -0.153 0.035 0.53 0.66 -0.35
H 4.038 -0.729 -0.701 -0.01 -0.05 -0.01
H 3.044 -2.075 -0.120 0.03 -0.02 -0.07
H -3.567 -0.835 -1.375 0.03 0.03 -0.05
C -2.569 -0.421 0.499 -0.70 -0.44 -0.92
N -1.756 0.516 1.189 4.66 0.17 -0.77
H 3.811 -0.975 1.030 0.02 -0.07 -0.04
C 2.005 1.155 -0.327 0.66 -0.67 0.01
C 3.321 -1.038 0.056 0.23 -0.08 0.13
N 0.700 1.516 -0.093 -0.06 -0.16 0.06
N 0.896 -0.554 0.482 -0.24 0.21 -0.07
H 0.320 2.441 -0.239 -0.13 -0.21 0.03
C -2.879 -0.099 -0.960 0.03 -0.22 0.27
H -1.964 -0.104 -1.552 0.03 -0.01 -0.06
H -3.345 0.882 -1.041 -0.03 0.07 -0.04
H 0.664 -1.475 0.828 -0.07 0.11 0.03



# 3
59
Properties=species:S:1:pos:R:3:forces:R:3 method="wB97M-V/def2-TZVPD" total_energy_ha=-2779.97767 e_homo_ev=-13.5 max_force_ev_per_a=0.97 relative_energy_kcal_mol=13.2 homo_lumo_gap_ha=0.278 charge=+2
C 2.964 -2.271 -2.468 0.01 0.03 -0.03
N -2.221 -2.612 1.121 -0.14 -0.04 0.17
O 2.784 -3.226 -3.411 -0.01 -0.01 0.00
C 4.325 -2.173 -2.157 0.02 0.04 0.02
C -3.590 -2.665 1.207 0.02 0.03 0.05
H -4.217 -1.855 0.880 -0.01 0.00 0.00
C -1.740 -3.750 1.601 0.02 0.01 -0.12
N 0.534 -4.846 1.967 0.02 0.03 0.03
C -1.494 3.338 -3.615 0.01 0.00 0.00
C -0.309 -3.913 1.501 0.00 -0.08 -0.06
H -3.681 4.304 4.278 0.00 0.00 0.00
C -2.432 2.517 -3.007 0.00 -0.01 0.00
H 4.316 -3.492 -4.782 0.00 0.01 0.00
C -0.891 4.747 1.646 -0.06 0.01 -0.04
P -0.998 2.145 0.750 0.03 0.05 0.02
C 2.520 -0.548 -0.917 0.04 -0.07 0.06
C 3.883 -0.449 -0.615 -0.03 -0.03 0.02
C 1.683 -3.322 0.894 0.03 0.06 -0.04
C 1.805 -4.484 1.593 0.00 0.01 0.01
C 2.035 -1.475 -1.874 -0.02 0.06 -0.08
H -2.572 6.492 4.001 0.00 0.00 0.00
C 4.814 -1.274 -1.231 -0.01 -0.01 -0.03
C -1.151 2.570 -0.980 0.05 0.03 0.00
C -1.505 3.500 1.816 -0.04 0.03 -0.05
Pt -0.919 -1.284 0.446 0.42 0.27 0.84
H 0.990 -1.512 -2.148 -0.01 -0.04 0.05
C -3.930 -3.862 1.756 0.00 0.00 0.01
H -0.793 6.777 2.309 0.00 0.00 0.00
C -1.271 5.816 2.439 0.01 -0.01 -0.02
C 4.083 -3.726 -3.745 0.02 0.01 0.01
H 0.353 4.410 -3.386 0.00 0.00 0.00
H 4.215 0.276 0.114 0.00 -0.01 0.01
H 0.674 3.725 -1.048 0.00 0.01 0.00
C -0.379 3.773 -2.909 0.00 0.00 -0.01
H 2.453 -2.730 0.435 0.00 0.00 0.00
H -0.136 4.897 0.886 0.02 -0.01 0.00
O 0.318 0.170 -0.312 0.32 -0.45 0.02
H -3.299 2.181 -3.560 0.00 0.00 0.00
H -3.002 2.390 2.908 0.00 0.00 0.00
H -2.998 1.490 -1.210 0.00 0.00 0.00
C -2.895 4.423 3.546 0.00 0.01 0.01
C -2.514 3.344 2.769 0.06 -0.03 0.07
H 4.128 -4.795 -3.546 0.00 0.00 -0.01
S 1.012 2.286 1.394 -0.03 -0.08 0.06
H -4.888 -4.289 1.989 0.00 0.01 0.01
N 0.355 -2.976 0.834 -0.25 -0.14 -0.35
S -2.078 0.521 1.325 -0.21 -0.05 -0.46
H -1.629 3.641 -4.644 0.00 0.00 0.00
N -2.752 -4.532 1.999 -0.01 0.00 -0.04
H 5.871 -1.208 -1.016 0.00 -0.01 0.01
O 2.038 1.314 0.433 -0.05 0.07 -0.05
H -2.686 -5.466 2.372 0.00 0.01 0.01
O 5.021 -3.048 -2.888 -0.01 -0.03 0.00
C -2.271 5.654 3.387 -0.01 -0.01 0.01
C 1.565 0.284 -0.240 -0.17 0.39 -0.08
C -2.265 2.126 -1.687 -0.02 0.02 0.01
C -0.202 3.391 -1.590 0.03 -0.04 -0.01
H 0.302 -5.649 2.530 -0.01 0.00 -0.01
H 2.667 -5.071 1.855 0.00 0.00 -0.01



# 4
73
Properties=species:S:1:pos:R:3:forces:R:3 method="wB97M-V/def2-TZVPD" total_energy_ha=-1663.91328 e_homo_ev=-11.0 max_force_ev_per_a=2.27 homo_lumo_gap_ha=0.318 charge=+1
C 0.488 -1.178 2.654 1.25 -0.33 0.11
C 4.938 0.290 0.515 -0.30 -0.01 0.28
H -2.216 0.258 0.607 -0.04 0.09 0.01
H 0.090 -2.191 2.812 -0.24 -0.11 -0.94
H -3.836 -4.322 -3.391 0.02 -0.15 0.08
H -5.780 2.303 4.215 0.02 0.15 0.10
H -2.225 -6.710 -4.845 -0.15 -0.03 0.08
I -0.578 -1.549 -1.539 0.03 -0.17 0.38
H 4.820 1.075 -0.235 0.25 -0.04 -0.08
C -2.355 -4.571 -4.923 0.04 0.03 -0.08
C 1.872 -1.300 3.279 -0.33 1.03 0.32
H -0.218 2.427 -3.251 -0.05 0.05 -0.16
H -3.791 -6.082 -5.423 0.02 -0.10 0.14
H 5.994 0.043 0.627 0.04 0.10 -0.18
H -2.644 5.014 -1.831 0.00 -0.01 0.00
C 0.281 -0.655 1.250 -1.36 -0.62 0.12
C -2.752 -4.254 -3.501 0.09 0.22 -0.11
H -1.971 2.223 4.375 0.00 0.03 0.00
H -0.486 -2.241 6.488 0.19 0.08 -0.12
C 4.634 3.026 -2.929 0.06 0.03 0.03
O -1.777 -3.760 -5.608 0.00 0.00 0.05
H -2.434 -3.241 -3.263 -0.05 -0.07 -0.01
H 5.322 4.130 -4.630 -0.15 0.07 -0.05
H 1.145 -0.790 0.618 0.45 0.29 0.36
N 1.438 -1.639 4.682 0.03 -1.88 -0.04
H -0.920 -2.453 0.988 0.27 -0.33 -0.41
H 5.875 4.753 -3.065 -0.01 -0.02 0.01
C -2.979 2.582 4.578 0.17 -0.29 -0.05
C -2.241 -0.796 0.884 0.23 0.10 -0.51
H 5.594 -1.898 -1.163 0.05 0.16 -0.10
O 3.264 -1.379 0.782 0.12 0.03 -0.09
C 3.472 2.272 -3.529 0.08 -0.17 0.22
C 4.554 -1.573 -1.204 -0.29 -0.23 0.09
H -1.126 4.904 -2.740 -0.02 -0.02 -0.18
O 5.222 2.611 -1.954 -0.10 -0.05 -0.02
H -2.367 -6.032 -6.477 0.00 0.02 0.01
H 2.374 -0.337 3.300 0.03 0.11 -0.01
H -1.695 -1.423 5.551 0.09 0.12 0.21
H -2.508 -0.881 1.940 -0.04 -0.07 0.08
O -3.517 0.264 4.645 0.37 -0.16 0.01
C -3.912 1.411 4.742 -0.05 0.07 -0.01
H -5.911 0.787 5.123 0.01 0.01 0.00
C 5.031 4.318 -3.595 0.19 -0.02 0.21
H 1.512 -2.649 4.793 0.43 0.18 0.65
H -1.091 -0.154 3.673 0.04 0.12 0.10
H -1.216 1.091 -2.639 0.02 0.05 -0.06
C -1.962 3.019 -2.154 -0.03 -0.01 0.05
H -2.267 -4.949 -2.814 -0.14 -0.07 0.03
H -5.438 2.274 5.964 -0.02 0.16 -0.10
N -0.111 -0.414 3.789 -2.19 0.05 -0.32
H 2.573 2.890 -3.503 0.02 0.03 -0.17
H 4.425 -0.862 -2.021 0.20 0.05 0.01
H 3.291 1.364 -2.955 0.00 0.01 0.00
C -5.355 1.717 5.030 0.00 -0.36 -0.01
H -2.674 4.502 -3.528 0.15 0.03 -0.09
H 2.552 -2.001 2.827 -0.09 -0.50 0.18
H -3.010 -1.260 0.274 -0.23 -0.11 0.18
H -2.963 3.176 5.493 -0.10 0.12 -0.08
H -1.765 2.023 -4.045 0.12 0.11 -0.07
C -0.888 -1.443 0.597 -0.23 0.74 0.24
C -2.110 4.454 -2.595 -0.15 0.00 0.27
N -0.719 -1.664 5.693 -0.98 -0.08 0.57
C 4.166 -0.929 0.100 0.08 -0.03 -0.02
H -0.061 0.377 1.328 0.49 0.25 -0.33
H 3.919 -2.438 -1.385 0.00 0.02 0.01
C -2.709 -5.941 -5.449 0.12 0.11 -0.21
H -3.306 3.204 3.744 -0.06 0.11 0.11
H 4.558 0.653 1.469 0.02 -0.02 0.00
H 3.697 1.998 -4.561 -0.11 0.12 -0.05
C 0.136 -1.263 4.804 1.80 1.20 -0.70
O -2.402 2.635 -1.093 0.06 -0.01 0.01
H 4.197 5.021 -3.572 -0.03 -0.03 -0.17
C -1.241 2.080 -3.090 -0.13 -0.12 0.25